Entry 1:
Below is 10 unconnected molecules or ions with the total composition C4H29N2O9, with properties calculated with ωB97M-V/def2-TZVPD.

Cartesian coordinates (Å):
1 C -1.30 0.62 2.85
2 C 0.23 0.63 2.85
3 C 0.71 0.82 1.47
4 C 1.13 -0.16 0.62
5 N 1.51 0.03 -0.61
6 N 0.81 2.26 1.01
7 H -1.77 0.10 2.08
8 H -1.53 1.64 2.71
9 H -1.75 0.22 3.66
10 H 0.59 1.52 3.47
11 H 0.84 -0.12 3.36
12 H 0.88 -1.27 0.95
13 H 2.09 0.70 -0.96
14 H 1.11 -0.59 -1.28
15 H 0.48 2.50 -0.01
16 H 0.10 2.85 1.48
17 H 1.72 2.65 1.26
18 H 0.37 -2.53 -2.60
19 H 0.54 -2.34 -1.15
20 O 1.18 -2.25 -1.93
21 H 2.91 -3.37 1.52
22 H 1.31 -3.21 1.64
23 O 2.14 -2.92 1.12
24 H 0.04 -0.09 -4.36
25 H -1.39 -0.37 -3.80
26 O -0.87 0.29 -4.33
27 H -1.02 -2.76 0.77
28 H -0.46 -4.04 0.30
29 O -0.47 -3.09 0.06
30 H -1.48 -2.03 -1.60
31 H -2.43 -2.94 -2.20
32 O -1.81 -2.24 -2.42
33 H -1.41 3.10 -1.10
34 H -2.63 2.90 0.02
35 O -1.65 3.03 -0.01
36 H -0.75 3.13 -3.22
37 H -0.59 1.79 -2.64
38 O -0.62 2.72 -2.38
39 H 2.20 3.94 -1.61
40 H 1.08 2.92 -1.80
41 O 1.92 3.03 -1.30
42 H -0.13 -1.73 2.52
43 H -1.38 -2.60 2.99
44 O -0.49 -2.73 2.60

Strongest force on any atom in eV/Å: 5.28
Total charge: +2
Relative energy (zero: lowest compared OMol25 entry of this formula, charge and spin) in kcal per mole: 65.6
Expectation value of S²: 0.7701
Spin multiplicity: 2
E_LUMO (alpha / beta) in Eh: -0.2492 / -0.3897
Orbital gap (alpha / beta) in eV: 10.505 / 6.676

Atom charges from the Löwdin analysis, given in e for atoms 1 to 8: -0.03, -0.17, -0.11, -0.02, 0.31, 0.23, 0.08, 0.08

=====

Entry 2:
Below is 2 unconnected molecules or ions with the total composition C3H10NO, with properties calculated with ωB97M-V/def2-TZVPD.

Cartesian coordinates (Å):
1 C 0.50 -2.31 1.36
2 N -0.71 -1.99 1.53
3 H 1.10 -2.46 2.25
4 H 0.83 -2.76 0.43
5 H -1.43 -1.93 0.80
6 H -1.13 -1.53 2.34
7 C 0.63 1.16 -0.55
8 O -0.31 0.92 0.54
9 C -0.08 1.70 -1.78
10 H 1.18 2.08 -0.26
11 H 0.96 0.16 -0.76
12 H -0.69 1.77 0.77
13 H -1.14 1.42 -1.89
14 H 0.12 2.72 -2.10
15 H 0.18 1.06 -2.67

Strongest force on any atom in eV/Å: 3.53
Total charge: +1
Relative energy (zero: lowest compared OMol25 entry of this formula, charge and spin) in kcal per mole: 54.7
E_LUMO in Eh: -0.2098
Orbital gap in eV: 8.029

Atom charges from the Löwdin analysis, given in e for atoms 1 to 8: 0.17, 0.20, 0.13, 0.13, 0.16, 0.17, -0.27, -0.14

=====

Entry 3:
Below is 25 unconnected molecules or ions with the total composition H50O25, with properties calculated with ωB97M-V/def2-TZVPD.

Cartesian coordinates (Å):
1 O -1.65 4.12 -2.74
2 H -2.06 3.50 -2.13
3 H -1.43 4.87 -2.20
4 O 4.19 3.81 -3.84
5 H 3.33 3.42 -4.05
6 H 4.01 4.67 -3.49
7 O -0.01 -4.73 -1.77
8 H -0.93 -4.43 -1.83
9 H 0.49 -4.26 -2.45
10 O -0.09 0.26 -2.31
11 H -1.06 0.23 -2.29
12 H 0.18 -0.05 -3.20
13 O -0.09 4.46 0.06
14 H 0.00 4.47 -0.92
15 H 0.85 4.50 0.33
16 O -3.06 1.07 1.10
17 H -3.79 1.12 1.74
18 H -2.31 1.48 1.51
19 O -1.77 -1.57 0.54
20 H -2.21 -0.74 0.79
21 H -0.83 -1.27 0.45
22 O -1.59 1.76 -4.67
23 H -2.44 1.35 -4.45
24 H -1.75 2.70 -4.56
25 O 2.43 -3.07 3.46
26 H 3.25 -3.15 2.96
27 H 1.80 -3.38 2.80
28 O -1.27 -3.49 2.95
29 H -1.00 -2.56 2.84
30 H -1.75 -3.70 2.14
31 O 1.33 2.60 -2.78
32 H 1.03 1.68 -2.79
33 H 0.50 3.05 -2.64
34 O -3.28 0.36 -1.95
35 H -3.57 -0.54 -1.76
36 H -3.74 0.94 -1.31
37 O -1.40 3.47 4.25
38 H -1.20 4.23 4.81
39 H -1.79 2.77 4.78
40 O -4.09 -0.16 3.60
41 H -4.05 -1.13 3.61
42 H -3.21 0.08 3.97
43 O 0.65 0.18 0.44
44 H 0.53 0.27 -0.53
45 H 0.57 1.03 0.85
46 O -2.64 -3.64 -1.16
47 H -2.52 -2.84 -0.63
48 H -3.47 -3.58 -1.62
49 O 3.31 -0.67 0.33
50 H 3.86 -0.58 1.11
51 H 2.43 -0.29 0.52
52 O 2.52 -2.88 -2.27
53 H 3.03 -2.12 -2.52
54 H 2.42 -2.81 -1.31
55 O 2.70 3.35 -0.14
56 H 3.51 3.14 0.33
57 H 2.90 3.23 -1.08
58 O 0.70 -1.38 -4.59
59 H 1.10 -0.96 -5.37
60 H 1.30 -2.08 -4.27
61 O 1.18 -3.82 0.83
62 H 0.70 -4.48 1.35
63 H 0.69 -3.84 -0.04
64 O -1.57 0.50 4.58
65 H -1.53 0.19 5.49
66 H -0.90 -0.01 4.13
67 O -0.40 2.22 1.77
68 H -0.51 2.79 2.56
69 H -0.52 2.81 1.01
70 O 0.41 -1.00 3.10
71 H 0.71 -0.51 2.33
72 H 1.14 -1.59 3.28
73 O 4.26 -3.23 1.18
74 H 3.96 -2.36 0.86
75 H 3.53 -3.83 0.88

Strongest force on any atom in eV/Å: 1.64
Relative energy (zero: lowest compared OMol25 entry of this formula, charge and spin) in kcal per mole: 32.5
E_LUMO in Eh: -0.0083
Orbital gap in eV: 10.595

Atom charges from the Löwdin analysis, given in e for atoms 1 to 8: -0.02, 0.05, 0.03, -0.06, 0.02, 0.02, -0.06, 0.01

=====

Entry 4:
Below is a molecular structure, C16H16N4O3PPdSTe2, with properties calculated with ωB97M-V/def2-TZVPD.

Cartesian coordinates (Å):
1 Pd -0.71 -1.40 -0.49
2 S 5.92 -3.34 2.35
3 N 4.62 -2.72 3.08
4 C 3.71 -2.53 2.14
5 C 2.40 -1.96 2.34
6 C 1.93 -1.51 3.58
7 C 0.67 -0.96 3.65
8 C -0.09 -0.85 2.49
9 N 0.34 -1.29 1.31
10 C 1.57 -1.84 1.23
11 C 2.01 -2.28 -0.10
12 N 1.12 -2.14 -1.11
13 C 1.51 -2.44 -2.35
14 C 2.78 -2.93 -2.64
15 C 3.67 -3.12 -1.61
16 C 3.29 -2.78 -0.31
17 C 4.15 -2.92 0.85
18 N 5.39 -3.40 0.84
19 H 2.56 -1.61 4.45
20 H 0.27 -0.59 4.59
21 H -1.08 -0.41 2.51
22 H 0.78 -2.28 -3.13
23 H 3.04 -3.16 -3.66
24 H 4.67 -3.51 -1.78
25 Te -2.35 -1.71 -2.58
26 C -2.20 4.26 1.53
27 C -1.15 3.33 0.97
28 O -1.76 2.03 0.66
29 P -2.03 1.64 -0.84
30 O -0.89 1.49 -1.74
31 Te -3.18 -0.53 -0.36
32 O -3.11 2.70 -1.30
33 C -3.40 2.91 -2.72
34 C -4.76 2.36 -3.05
35 H -1.73 5.21 1.79
36 H -2.65 3.85 2.43
37 H -2.98 4.46 0.79
38 H -0.37 3.11 1.70
39 H -0.68 3.72 0.07
40 H -2.61 2.45 -3.31
41 H -3.35 3.99 -2.86
42 H -4.80 1.28 -2.91
43 H -4.99 2.57 -4.09
44 H -5.53 2.83 -2.43

Strongest force on any atom in eV/Å: 1.05
Total charge: +1
Relative energy (zero: lowest compared OMol25 entry of this formula, charge and spin) in kcal per mole: 2.4
E_LUMO (alpha / beta) in Eh: -0.1540 / -0.1540
Orbital gap (alpha / beta) in eV: 6.647 / 6.646

Atom charges from the Löwdin analysis, given in e for atoms 1 to 8: 0.32, 1.07, -0.20, -0.30, -0.07, 0.04, -0.01, -0.09

=====

Entry 5:
Below is 2 unconnected molecules or ions with the total composition C5H5FO, with properties calculated with ωB97M-V/def2-TZVPD.

Cartesian coordinates (Å):
1 C 2.14 1.26 -0.37
2 C 1.28 0.77 -1.06
3 C -1.13 -0.27 -1.18
4 C -1.04 -0.08 0.27
5 C 0.24 0.08 -1.69
6 O -2.11 -0.53 -1.86
7 F 0.34 -0.11 -2.96
8 H 3.12 1.53 -0.13
9 H -1.24 0.90 0.52
10 H -1.83 -0.50 0.94
11 H -0.13 -0.23 0.76
12 H 1.16 -2.14 -1.68

Strongest force on any atom in eV/Å: 3.95
Relative energy (zero: lowest compared OMol25 entry of this formula, charge and spin) in kcal per mole: 138.7
E_LUMO (alpha / beta) in Eh: -0.0556 / -0.0263
Orbital gap (alpha / beta) in eV: 8.728 / 8.107

Atom charges from the Löwdin analysis, given in e for atoms 1 to 8: 0.17, -0.08, -0.41, -0.04, -0.30, 0.11, 0.09, 0.03

=====

Entry 6:
Below is a molecular structure, C17H53O12Ti, with properties calculated with ωB97M-V/def2-TZVPD.

Cartesian coordinates (Å):
1 Ti -2.31 -1.07 -1.26
2 C 0.13 0.86 0.20
3 C -0.97 0.02 -0.37
4 O -1.04 -1.19 -0.09
5 O -1.82 0.54 -1.13
6 H 0.86 0.24 0.72
7 H -0.28 1.66 0.82
8 H 0.56 1.40 -0.64
9 C -0.35 1.41 3.09
10 O -0.94 2.71 3.12
11 H 0.63 1.45 3.57
12 H -1.00 0.69 3.58
13 H -0.25 1.06 2.06
14 H -1.82 2.54 2.78
15 C 1.84 -0.62 -1.51
16 O 3.07 -1.10 -2.11
17 H 1.95 0.46 -1.51
18 H 0.95 -0.75 -2.13
19 H 1.67 -1.07 -0.53
20 H 2.96 -2.03 -2.35
21 C -2.64 3.05 -0.20
22 O -2.95 2.20 -1.27
23 H -3.10 2.68 0.72
24 H -1.58 3.17 0.03
25 H -3.09 4.02 -0.44
26 H -2.50 1.35 -1.25
27 C 2.53 -1.38 1.57
28 O 2.62 -2.47 0.65
29 H 2.14 -1.69 2.54
30 H 3.49 -0.91 1.79
31 H 1.85 -0.62 1.19
32 H 1.71 -2.72 0.49
33 C 0.87 3.52 1.17
34 O 2.02 3.94 0.38
35 H 0.81 2.45 1.40
36 H 0.98 4.01 2.14
37 H -0.12 3.78 0.80
38 H 1.99 3.51 -0.48
39 C 3.93 1.64 1.19
40 C 2.59 1.62 1.94
41 O 2.73 1.45 3.31
42 H 4.42 0.67 1.10
43 H 4.66 2.31 1.63
44 H 3.73 2.05 0.19
45 H 1.93 0.85 1.55
46 H 2.05 2.57 1.89
47 H 3.14 2.22 3.71
48 C 0.49 -4.42 0.59
49 C -0.16 -3.14 0.00
50 O 0.64 -2.03 0.31
51 H -0.26 -5.22 0.55
52 H 0.57 -4.38 1.68
53 H 1.45 -4.73 0.18
54 H -1.12 -2.90 0.45
55 H -0.33 -3.22 -1.07
56 H 0.14 -1.24 0.10
57 C -0.53 -1.67 -2.63
58 C -1.73 -1.58 -3.59
59 O -2.82 -1.02 -2.98
60 H -0.40 -0.65 -2.26
61 H 0.37 -1.99 -3.15
62 H -0.63 -2.42 -1.84
63 H -1.97 -2.60 -3.90
64 H -1.52 -1.01 -4.49
65 H -3.53 -1.02 -3.63
66 C -2.39 1.56 -3.89
67 C -0.93 1.16 -4.11
68 O -0.21 1.08 -2.91
69 H -2.90 0.84 -3.25
70 H -2.97 1.63 -4.81
71 H -2.32 2.54 -3.43
72 H -0.48 1.97 -4.69
73 H -0.86 0.22 -4.66
74 H -0.65 0.64 -2.18
75 C -1.65 -2.07 3.78
76 C -1.08 -1.88 2.41
77 O -2.08 -1.25 1.68
78 H -0.92 -2.58 4.41
79 H -2.57 -2.65 3.76
80 H -1.94 -1.14 4.27
81 H -0.86 -2.88 2.03
82 H -0.13 -1.33 2.44
83 H -1.76 -1.11 0.78

Strongest force on any atom in eV/Å: 13.75
Relative energy (zero: lowest compared OMol25 entry of this formula, charge and spin) in kcal per mole: 588.3
Expectation value of S²: 3.7552
Spin multiplicity: 4
E_LUMO (alpha / beta) in Eh: -0.0308 / -0.0354
Orbital gap (alpha / beta) in eV: 5.650 / 7.849

Atom charges from the Löwdin analysis, given in e for atoms 1 to 8: 0.96, 0.00, -0.59, -0.26, -0.06, 0.06, 0.04, 0.11